{
  "formula": "C45H86O2",
  "method": "ωB97M-V/def2-TZVPD",
  "symbols": ["C", "C", "C", "C", "C", "C", "C", "C", "C", "C", "C", "C", "O", "C", "C", "C", "O", "H", "H", "H", "H", "H", "H", "H", "H", "H", "H", "H", "H", "H", "H", "H", "H", "C", "C", "C", "C", "C", "C", "H", "H", "H", "H", "H", "H", "H", "H", "H", "H", "H", "H", "H", "H", "C", "C", "C", "C", "C", "C", "H", "H", "H", "H", "H", "H", "H", "H", "H", "H", "H", "H", "H", "H", "C", "C", "C", "C", "C", "C", "H", "H", "H", "H", "H", "H", "H", "H", "H", "H", "H", "H", "H", "H", "C", "C", "C", "C", "C", "C", "H", "H", "H", "H", "H", "H", "H", "H", "H", "H", "H", "H", "H", "H", "C", "C", "C", "C", "C", "C", "H", "H", "H", "H", "H", "H", "H", "H", "H", "H", "H", "H", "H", "H"],
  "positions_angstrom": [[-9.095183, 2.954810, -4.887774], [-7.818396, 3.203179, -3.962882], [-7.720730, 1.917434, -3.013606], [-6.579888, 3.248011, -4.940947], [-5.173883, 3.542978, -4.266419], [-4.257615, 2.281838, -4.402022], [-3.674951, 1.755139, -3.162711], [-2.849095, 0.568791, -3.248660], [-2.587835, -0.126328, -4.542464], [-3.126072, 0.399436, -5.777412], [-3.965579, 1.624024, -5.678066], [-4.516014, 2.170048, -7.014067], [-4.748011, 3.336737, -7.247010], [-4.818888, 1.148627, -8.161130], [-4.043858, 0.034979, -8.211466], [-2.915170, -0.243570, -7.168728], [-1.966374, -0.920998, -7.474783], [-9.915429, 2.417017, -4.355476], [-8.729966, 2.259102, -5.699872], [-9.417771, 3.887067, -5.414055], [-7.913704, 4.145017, -3.359875], [-6.660236, 1.684690, -2.743561], [-8.398048, 1.979557, -2.129373], [-8.071000, 1.057995, -3.657335], [-6.815282, 4.015466, -5.725748], [-6.563523, 2.248890, -5.461513], [-5.221329, 3.906409, -3.211957], [-4.681251, 4.360450, -4.865127], [-3.835615, 2.228749, -2.166763], [-2.400153, 0.170424, -2.311062], [-1.968442, -1.056569, -4.541053], [-5.608292, 1.361522, -8.910857], [-4.244661, -0.684458, -9.041301], [1.233793, -0.638222, -1.646411], [1.069918, -1.824195, -2.590311], [-0.168538, -2.667992, -2.280192], [-0.170726, -3.330462, -0.901750], [1.019785, -4.247482, -0.624013], [1.089454, -5.437891, -1.573300], [1.360286, -0.959041, -0.610368], [2.116688, -0.056116, -1.919401], [0.364059, 0.021583, -1.699556], [1.971571, -2.442822, -2.564252], [0.986878, -1.447811, -3.614615], [-0.273142, -3.436403, -3.052478], [-1.055257, -2.031293, -2.378161], [-1.096480, -3.907348, -0.797192], [-0.210778, -2.560400, -0.124273], [0.940920, -4.621285, 0.401878], [1.956127, -3.683459, -0.672624], [0.184155, -6.045781, -1.499877], [1.942592, -6.072435, -1.322795], [1.208907, -5.121958, -2.611423], [7.013242, -4.615326, 3.587794], [7.092708, -3.511142, 2.539921], [5.774733, -2.752073, 2.373270], [4.598702, -3.602537, 1.887974], [4.824155, -4.315398, 0.554032], [5.048770, -3.351903, -0.604591], [6.278417, -5.376686, 3.319979], [7.980860, -5.112920, 3.685419], [6.743715, -4.203303, 4.563296], [7.416509, -3.932566, 1.584093], [7.869137, -2.799501, 2.838626], [5.934734, -1.918611, 1.682345], [5.504010, -2.298020, 3.332491], [3.717199, -2.956825, 1.801502], [4.347109, -4.348703, 2.648039], [3.945543, -4.929969, 0.334045], [5.669174, -5.006251, 0.626864], [4.189056, -2.687362, -0.728077], [5.183455, -3.906905, -1.535724], [5.939421, -2.738605, -0.455412], [-1.296970, -3.837436, 2.984554], [-2.602738, -3.955279, 2.208028], [-3.343636, -2.622470, 2.082626], [-3.788111, -2.004887, 3.410460], [-4.696589, -2.891724, 4.263139], [-6.019655, -3.221246, 3.581752], [-1.464008, -3.507185, 4.011411], [-0.795747, -4.807155, 3.028913], [-0.621669, -3.128232, 2.499180], [-3.243142, -4.708145, 2.676111], [-2.380364, -4.325854, 1.202792], [-4.213867, -2.764427, 1.434415], [-2.697455, -1.905830, 1.563872], [-4.307866, -1.064020, 3.197508], [-2.908086, -1.731290, 4.000708], [-4.905976, -2.373355, 5.203678], [-4.181824, -3.818310, 4.533320], [-6.575190, -2.308567, 3.352001], [-6.639671, -3.837232, 4.236579], [-5.870235, -3.776094, 2.653563], [-3.358391, 8.747855, 0.919010], [-3.547614, 7.315206, 1.404972], [-3.279913, 6.274246, 0.315919], [-4.214618, 6.352583, -0.893226], [-5.699523, 6.220929, -0.580211], [-6.055134, 4.876579, 0.028749], [-4.049782, 8.996832, 0.111923], [-3.539702, 9.451393, 1.734558], [-2.338510, 8.902540, 0.559343], [-4.555924, 7.194422, 1.811049], [-2.859655, 7.133285, 2.236168], [-3.339369, 5.276550, 0.761962], [-2.248140, 6.384833, -0.033688], [-3.933057, 5.561770, -1.598674], [-4.049495, 7.296727, -1.421205], [-6.263121, 6.344100, -1.510515], [-6.027028, 7.026666, 0.083145], [-5.781916, 4.066632, -0.653878], [-7.130662, 4.819709, 0.210224], [-5.552474, 4.709818, 0.983287], [11.730921, 2.317595, 4.796444], [12.009511, 0.831291, 4.990540], [11.257667, -0.053120, 3.993577], [9.732138, 0.024775, 4.086546], [9.149689, -0.327170, 5.456199], [9.443272, -1.761882, 5.878780], [10.675980, 2.555023, 4.945241], [12.304169, 2.907400, 5.515206], [12.017831, 2.636717, 3.791764], [11.767637, 0.542515, 6.017248], [13.082943, 0.657098, 4.868933], [11.581221, -1.089492, 4.130382], [11.559342, 0.223071, 2.977728], [9.304984, -0.648632, 3.334716], [9.398405, 1.029498, 3.809441], [8.064962, -0.187143, 5.419665], [9.521113, 0.363679, 6.218666], [9.031345, -2.470711, 5.155457], [8.989726, -1.969030, 6.850497], [10.515355, -1.946458, 5.969750]],
  "forces_ev_per_angstrom": [[1.104, -0.031, -0.241], [-0.330, -1.282, -0.197], [0.025, 0.241, -1.183], [-0.726, 0.444, 0.573], [0.414, -0.411, -1.588], [0.904, -0.551, 0.707], [0.814, -1.640, -2.323], [-0.582, 0.334, -1.835], [-0.721, 1.487, 0.553], [-0.792, 1.349, 2.030], [0.526, -0.712, 0.677], [-0.604, -0.513, -0.777], [0.258, -0.347, 0.570], [1.399, -0.729, 1.471], [-0.724, 0.528, 0.051], [-1.167, 0.528, -0.221], [-0.262, 0.113, 0.457], [0.475, 0.789, -0.348], [-0.530, 0.568, 0.754], [-0.025, -0.733, 0.624], [0.137, -0.779, -0.565], [-0.903, 0.308, 0.149], [0.684, 0.005, -0.592], [0.372, 0.675, 0.773], [0.388, -0.674, 0.652], [0.069, 0.955, 0.522], [-0.144, -0.584, -0.722], [-0.484, -0.733, 0.634], [-0.009, -0.321, -1.082], [-0.376, 0.206, -0.939], [-0.608, 0.993, -0.072], [0.727, 0.101, 0.691], [0.731, 0.438, 0.875], [0.174, -0.027, -0.066], [-0.143, 0.070, 0.020], [0.119, -0.073, -0.176], [-0.060, 0.125, 0.113], [-0.115, -0.069, -0.025], [0.165, -0.012, 0.061], [-0.027, 0.024, -0.007], [-0.065, 0.041, 0.049], [0.014, -0.002, 0.046], [-0.030, -0.030, -0.004], [0.027, -0.053, 0.018], [-0.008, 0.005, 0.024], [-0.012, -0.019, 0.084], [0.042, -0.003, 0.000], [-0.021, 0.001, -0.025], [0.017, 0.061, -0.006], [-0.032, 0.027, 0.011], [0.019, 0.022, -0.048], [-0.051, -0.034, -0.053], [-0.022, -0.029, 0.019], [0.181, -0.044, -0.087], [-0.105, 0.053, 0.137], [0.083, 0.056, -0.105], [-0.033, -0.094, 0.068], [-0.097, 0.113, 0.025], [0.048, -0.159, -0.102], [0.003, 0.021, 0.034], [-0.060, -0.016, 0.072], [-0.030, -0.044, -0.011], [-0.027, 0.032, -0.009], [-0.016, -0.007, -0.055], [-0.039, -0.012, 0.013], [0.017, -0.018, -0.008], [0.017, -0.029, -0.029], [0.013, 0.038, 0.003], [0.038, -0.013, 0.036], [-0.017, 0.012, 0.038], [0.055, 0.037, 0.004], [-0.018, 0.090, -0.018], [-0.044, 0.015, -0.014], [-0.006, -0.201, -0.007], [0.069, 0.148, -0.047], [-0.091, -0.096, -0.055], [0.084, 0.022, 0.069], [-0.053, 0.117, -0.070], [-0.012, -0.115, 0.122], [0.028, 0.016, -0.026], [0.057, 0.074, 0.022], [0.001, 0.009, 0.048], [-0.029, 0.035, -0.011], [-0.048, -0.006, 0.035], [0.006, 0.036, 0.023], [0.010, -0.025, 0.008], [-0.007, -0.039, 0.021], [-0.006, -0.003, -0.041], [0.047, -0.033, -0.014], [0.027, 0.034, -0.012], [0.015, -0.040, -0.042], [-0.037, 0.032, -0.067], [-0.024, 0.033, 0.010], [-0.094, 0.030, 0.158], [0.134, 0.010, -0.098], [-0.069, -0.080, 0.109], [0.142, 0.147, -0.114], [0.011, -0.002, -0.059], [-0.238, -0.030, 0.067], [0.040, 0.007, 0.000], [0.041, 0.026, -0.071], [-0.039, 0.017, -0.036], [0.007, -0.038, -0.021], [-0.056, -0.025, -0.011], [0.002, 0.007, -0.036], [-0.023, 0.012, 0.008], [-0.005, 0.025, 0.002], [0.042, -0.037, 0.003], [0.013, 0.047, 0.032], [0.039, 0.010, -0.020], [-0.007, -0.045, 0.076], [0.040, -0.117, 0.001], [0.013, -0.015, -0.044], [0.079, 0.004, 0.173], [-0.002, 0.036, -0.167], [0.048, -0.084, 0.088], [-0.040, 0.101, -0.010], [-0.016, -0.090, -0.123], [-0.062, 0.058, 0.149], [0.022, 0.009, -0.032], [-0.035, 0.040, -0.069], [-0.052, 0.015, 0.014], [-0.013, -0.034, -0.025], [-0.040, -0.029, 0.035], [-0.035, 0.012, -0.023], [0.000, 0.009, 0.025], [-0.003, 0.006, 0.041], [0.031, -0.024, -0.013], [0.038, 0.038, 0.008], [0.002, 0.016, -0.043], [0.056, -0.008, 0.015], [0.029, -0.076, -0.043], [-0.032, -0.023, -0.019]],
  "lowdin_charge": [-0.10, -0.39, -0.08, -0.19, -0.12, -0.12, -0.02, -0.04, 0.01, -0.06, -0.02, -0.32, 0.09, 0.02, 0.01, -0.32, 0.10, 0.07, 0.08, 0.08, 0.13, 0.06, 0.08, 0.08, 0.12, 0.11, 0.09, 0.12, 0.11, 0.09, 0.11, 0.12, 0.12, -0.11, -0.26, -0.22, -0.23, -0.26, -0.10, 0.06, 0.07, 0.07, 0.09, 0.10, 0.10, 0.09, 0.10, 0.10, 0.10, 0.08, 0.08, 0.07, 0.07, -0.11, -0.27, -0.23, -0.23, -0.27, -0.11, 0.06, 0.07, 0.07, 0.10, 0.08, 0.10, 0.11, 0.11, 0.10, 0.09, 0.10, 0.06, 0.07, 0.07, -0.11, -0.27, -0.23, -0.23, -0.27, -0.11, 0.07, 0.07, 0.07, 0.10, 0.09, 0.10, 0.10, 0.11, 0.10, 0.10, 0.10, 0.07, 0.07, 0.06, -0.11, -0.27, -0.23, -0.23, -0.27, -0.11, 0.06, 0.07, 0.08, 0.10, 0.10, 0.10, 0.11, 0.10, 0.10, 0.10, 0.10, 0.06, 0.07, 0.07, -0.11, -0.27, -0.23, -0.23, -0.27, -0.11, 0.06, 0.07, 0.07, 0.10, 0.10, 0.10, 0.11, 0.10, 0.10, 0.10, 0.10, 0.06, 0.07, 0.07],
  "orbital_gap_ev": 8.4,
  "smiles": "CC(C)CCc1cccc2c1C(=O)C=CC2=O.CCCCCC.CCCCCC.CCCCCC.CCCCCC.CCCCCC",
  "homo_ev": -9.3287,
  "relative_energy_ev": 0.000
}